(1)
Below is a structure of composition C31H45F4Sn at a distorted geometry, with properties calculated with ωB97M-V with the def2-TZVPD basis set.

Last column: Löwdin charge in e.
Cartesian coordinates (Å):
C (-4.133, -0.330, 0.699)  -0.10
C (-2.782, -0.955, 0.359)  -0.51
C (-3.029, -2.217, -0.481)  -0.09
C (-2.109, -1.255, 1.712)  -0.30
Sn (-0.126, -2.098, 1.838)  1.30
C (0.730, -0.304, 2.738)  -0.28
C (0.266, 1.106, 2.222)  -0.50
C (1.367, 1.808, 1.434)  -0.09
C (-0.154, 2.000, 3.389)  -0.10
C (0.315, -4.001, 2.844)  -0.27
C (-0.598, -4.771, 3.828)  -0.51
C (-0.736, -4.082, 5.194)  -0.09
C (-0.078, -6.201, 4.025)  -0.10
C (0.590, -2.114, -0.219)  -0.26
C (1.102, -3.430, -0.851)  -0.51
C (2.604, -3.621, -0.573)  -0.09
C (0.800, -3.477, -2.353)  -0.09
H (0.567, -4.270, -0.376)  0.10
H (-4.617, -1.002, 1.416)  0.08
H (-4.026, 0.658, 1.160)  0.08
H (-4.786, -0.243, -0.173)  0.07
H (-2.180, -0.229, -0.262)  0.13
H (-3.389, -3.030, 0.173)  0.08
H (-3.839, -2.012, -1.196)  0.07
H (-2.162, -2.567, -1.068)  0.06
H (-2.050, -0.321, 2.302)  0.05
H (-2.745, -1.951, 2.280)  0.04
H (0.473, -0.413, 3.807)  0.04
H (1.819, -0.424, 2.617)  0.04
H (-0.598, 0.964, 1.550)  0.10
H (2.217, 2.043, 2.095)  0.09
H (1.723, 1.211, 0.584)  0.08
H (0.991, 2.749, 1.017)  0.04
H (0.699, 2.119, 4.072)  0.08
H (-0.463, 2.990, 3.031)  0.08
H (-0.993, 1.572, 3.949)  0.07
H (0.524, -4.657, 1.985)  0.03
H (1.283, -3.805, 3.333)  0.05
H (-1.597, -4.824, 3.366)  0.12
H (0.247, -3.799, 5.606)  0.08
H (-1.373, -3.189, 5.134)  0.07
H (-1.213, -4.764, 5.913)  0.07
H (0.906, -6.199, 4.509)  0.08
H (-0.755, -6.785, 4.654)  0.07
H (0.000, -6.724, 3.069)  0.07
H (-0.239, -1.687, -0.803)  0.04
H (1.405, -1.376, -0.188)  0.05
H (3.150, -2.670, -0.671)  0.08
H (2.780, -4.012, 0.439)  0.07
H (3.055, -4.338, -1.271)  0.07
H (1.202, -2.599, -2.870)  0.09
H (1.227, -4.369, -2.823)  0.07
H (-0.280, -3.518, -2.528)  0.07
F (4.921, 4.660, -3.692)  0.01
C (4.213, 4.718, -2.510)  -0.27
C (4.887, 5.156, -1.367)  0.00
C (4.109, 5.403, -0.232)  -0.28
F (4.722, 6.022, 0.834)  0.01
C (2.757, 5.112, -0.167)  0.00
C (2.159, 4.421, -1.262)  -0.24
C (0.905, 3.750, -1.149)  -0.14
C (0.452, 2.864, -2.133)  -0.13
C (-0.835, 2.306, -2.254)  -0.14
C (-1.525, 2.382, -3.527)  -0.24
C (-2.725, 3.139, -3.556)  0.01
C (-3.056, 3.777, -4.742)  -0.27
F (-3.996, 4.784, -4.705)  0.01
C (-2.430, 3.506, -5.963)  0.01
C (-1.366, 2.596, -5.937)  -0.27
F (-0.758, 2.285, -7.137)  0.01
C (-0.892, 2.031, -4.757)  0.00
C (2.864, 4.396, -2.507)  0.01
H (5.952, 5.360, -1.375)  0.11
H (2.176, 5.383, 0.712)  0.11
H (0.291, 3.950, -0.261)  0.09
H (1.179, 2.580, -2.910)  0.10
H (-1.390, 2.022, -1.364)  0.07
H (-3.234, 3.338, -2.613)  0.12
H (-2.753, 3.990, -6.878)  0.11
H (-0.005, 1.393, -4.743)  0.12
H (2.383, 4.090, -3.439)  0.11

As for the energy relative to the best compared isomer or geometry (same formula, charge and spin): 6.99 kcal per mole. As for the charge: -1. The largest force on an atom comes out at 1.16 eV/A. The energy comes out at -1821.90977 a.u.

***

(2)
Below is a structure of composition C31H46I5N2O24PS5 at a distorted geometry, with properties calculated with ωB97M-V with the def2-TZVPD basis set.

Last column: Löwdin charge in e.
Cartesian coordinates (Å):
C (7.995, -0.930, 2.832)  -0.10
C (9.159, -0.432, 1.924)  -0.26
C (8.951, 1.037, 1.480)  -0.22
C (8.293, 1.145, 0.082)  -0.21
C (8.006, 2.606, -0.312)  -0.21
C (7.479, 2.749, -1.765)  -0.21
C (6.567, 3.984, -1.948)  -0.11
C (5.278, 3.783, -1.145)  -0.17
N (4.905, 2.566, -0.849)  0.19
C (3.763, 2.460, -0.091)  -0.17
C (3.328, 1.148, 0.271)  -0.13
P (4.208, -0.371, -0.253)  0.51
O (4.622, -1.201, 0.878)  -0.27
O (3.090, -1.240, -1.093)  -0.14
O (5.408, -0.138, -1.273)  -0.12
C (2.220, 0.955, 1.071)  -0.28
C (1.798, -0.450, 1.507)  -0.70
I (-0.222, -0.963, 0.886)  1.06
C (1.998, -0.710, 3.045)  -0.77
C (2.534, -2.172, 3.187)  -0.19
I (3.551, 0.543, 3.902)  0.89
C (1.487, 2.148, 1.518)  -0.30
C (0.235, 2.146, 2.367)  -0.84
I (0.205, 2.008, 4.487)  0.84
C (-0.938, 2.295, 1.722)  -0.91
C (-1.011, 2.460, 0.201)  -0.18
I (-2.802, 2.322, 2.724)  0.87
C (1.917, 3.397, 1.129)  -0.50
I (0.850, 5.134, 1.755)  1.01
C (3.072, 3.595, 0.311)  -0.25
N (3.403, 4.886, -0.016)  0.17
C (4.490, 4.912, -0.726)  -0.29
O (4.957, 6.149, -1.109)  0.07
H (7.579, -0.112, 3.437)  0.06
H (8.382, -1.702, 3.514)  0.06
H (7.195, -1.379, 2.227)  0.06
H (10.095, -0.487, 2.497)  0.10
H (9.208, -1.066, 1.033)  0.08
H (8.367, 1.621, 2.208)  0.11
H (9.939, 1.526, 1.400)  0.11
H (7.342, 0.594, 0.132)  0.09
H (8.933, 0.631, -0.654)  0.12
H (8.970, 3.138, -0.225)  0.11
H (7.303, 3.051, 0.410)  0.11
H (6.975, 1.811, -2.039)  0.08
H (8.350, 2.810, -2.438)  0.11
H (7.089, 4.859, -1.544)  0.12
H (6.330, 4.069, -3.019)  0.13
H (2.285, -0.702, -1.162)  0.05
H (5.127, 0.338, -2.068)  0.08
H (2.397, -1.232, 1.042)  0.01
H (1.059, -0.680, 3.605)  0.01
H (2.090, -2.852, 2.447)  0.08
H (2.478, -2.533, 4.220)  0.07
H (3.607, -2.118, 2.945)  0.03
H (-2.023, 2.829, -0.024)  0.05
H (-0.854, 1.523, -0.342)  0.02
H (-0.327, 3.252, -0.129)  0.04
H (4.947, 6.664, -0.288)  0.12
C (-6.925, -0.357, 0.293)  -0.17
C (-6.637, -1.836, 0.336)  -0.15
O (-5.334, -1.972, -0.259)  -0.20
S (-4.462, -0.667, 0.080)  0.55
O (-3.629, -0.949, 1.194)  -0.31
O (-3.939, -0.153, -1.139)  -0.24
O (-5.660, 0.273, 0.574)  -0.19
H (-7.247, -0.044, -0.701)  0.13
H (-7.670, -0.060, 1.020)  0.11
H (-7.373, -2.416, -0.213)  0.11
H (-6.579, -2.200, 1.364)  0.14
C (-6.425, -3.601, -4.489)  -0.16
C (-6.519, -2.318, -3.691)  -0.16
O (-7.886, -2.265, -3.256)  -0.19
S (-8.426, -3.759, -3.014)  0.61
O (-8.323, -4.057, -1.630)  -0.22
O (-9.633, -3.924, -3.736)  -0.21
O (-7.248, -4.535, -3.780)  -0.18
H (-6.835, -3.478, -5.493)  0.13
H (-5.405, -3.971, -4.558)  0.14
H (-6.270, -1.440, -4.281)  0.14
H (-5.881, -2.351, -2.805)  0.12
C (10.837, -5.086, 0.837)  -0.17
C (11.153, -5.122, -0.644)  -0.17
O (11.449, -3.764, -0.982)  -0.19
S (12.140, -3.038, 0.276)  0.61
O (13.546, -3.059, 0.098)  -0.21
O (11.426, -1.845, 0.547)  -0.22
O (11.756, -4.137, 1.386)  -0.18
H (9.822, -4.724, 1.019)  0.13
H (10.964, -6.056, 1.312)  0.13
H (10.322, -5.492, -1.239)  0.14
H (12.041, -5.724, -0.846)  0.13
C (-9.933, 2.634, -3.314)  -0.17
C (-9.103, 3.622, -2.521)  -0.17
O (-9.675, 3.604, -1.210)  -0.18
S (-10.240, 2.131, -0.893)  0.61
O (-9.264, 1.433, -0.143)  -0.22
O (-11.586, 2.246, -0.477)  -0.20
O (-10.209, 1.568, -2.400)  -0.18
H (-10.884, 3.073, -3.625)  0.13
H (-9.407, 2.258, -4.188)  0.13
H (-9.135, 4.625, -2.938)  0.14
H (-8.063, 3.294, -2.442)  0.13
C (-13.020, -1.889, 0.749)  -0.16
C (-12.938, -2.027, 2.255)  -0.17
O (-11.590, -1.673, 2.576)  -0.18
S (-11.071, -0.557, 1.539)  0.60
O (-11.219, 0.716, 2.138)  -0.20
O (-9.846, -1.011, 0.988)  -0.22
O (-12.230, -0.736, 0.442)  -0.19
H (-12.577, -2.751, 0.246)  0.14
H (-14.041, -1.752, 0.400)  0.14
H (-13.160, -3.035, 2.594)  0.14
H (-13.604, -1.320, 2.756)  0.13

The largest force on an atom comes out at 2.11 eV/A. The energy comes out at -6944.84367 a.u.

***

(3)
Below is a structure of composition C31H46IN4O4PS3SbTeTi, with properties calculated with ωB97M-V with the def2-TZVPD basis set.

Last column: Löwdin spin population.
Cartesian coordinates (Å):
Ti (0.610, -0.234, -0.104)  0.99
O (-2.181, 0.774, 3.690)  0.04
C (-1.434, 0.583, 2.536)  0.15
O (-1.365, -0.565, 2.075)  0.14
C (-0.804, 1.744, 2.032)  0.19
C (-0.932, 3.014, 2.676)  0.18
C (-0.280, 4.105, 2.162)  0.09
C (0.508, 3.983, 1.012)  0.25
C (0.605, 2.706, 0.397)  0.12
N (-0.032, 1.596, 0.899)  0.28
C (1.357, 2.439, -0.755)  0.26
O (2.062, 3.393, -1.415)  0.08
O (1.419, 1.253, -1.260)  0.12
H (-2.525, -0.110, 3.865)  0.00
H (-1.546, 3.089, 3.561)  0.01
H (-0.376, 5.070, 2.650)  0.00
H (1.019, 4.850, 0.610)  0.02
H (1.846, 4.246, -1.022)  0.00
S (4.395, -0.717, -3.934)  0.01
Sb (2.221, -0.235, -3.509)  0.01
S (1.522, -1.825, -1.954)  0.00
S (-2.491, 0.865, -4.002)  0.00
I (-3.839, -4.563, 0.077)  0.00
C (-2.911, -2.761, -0.299)  0.00
C (-3.523, -1.561, -0.601)  0.00
N (-2.543, -0.669, -0.748)  0.00
N (-1.342, -1.215, -0.581)  0.01
C (-1.540, -2.494, -0.308)  0.00
H (-4.557, -1.301, -0.744)  0.00
H (-2.595, 0.314, -1.034)  0.00
H (-0.700, -3.145, -0.129)  0.00
C (-7.033, 6.504, -2.307)  0.00
C (-5.870, 5.545, -2.282)  0.00
C (-4.564, 5.999, -2.168)  0.00
C (-3.481, 5.122, -2.159)  0.00
C (-2.095, 5.696, -2.015)  0.00
C (-3.702, 3.741, -2.271)  0.00
Te (-1.989, 2.445, -2.351)  0.00
C (-5.020, 3.268, -2.334)  0.00
C (-5.334, 1.799, -2.365)  0.00
C (-6.076, 4.175, -2.353)  0.00
H (-6.694, 7.532, -2.176)  0.00
H (-7.747, 6.282, -1.511)  0.00
H (-7.573, 6.447, -3.255)  0.00
H (-4.377, 7.066, -2.083)  0.00
H (-2.141, 6.782, -1.904)  0.00
H (-1.480, 5.452, -2.883)  0.00
H (-1.579, 5.289, -1.141)  0.00
H (-4.701, 1.258, -1.660)  0.00
H (-5.111, 1.361, -3.339)  0.00
H (-6.382, 1.627, -2.113)  0.00
H (-7.091, 3.791, -2.410)  0.00
C (5.140, -3.069, 2.365)  0.00
C (4.060, -2.539, 1.414)  0.00
C (4.741, -2.144, 0.095)  0.00
C (3.074, -3.669, 1.067)  0.00
P (3.067, -1.057, 2.047)  0.00
N (1.762, -0.872, 1.234)  -0.01
C (4.149, 0.493, 1.913)  0.00
C (3.427, 1.622, 2.666)  0.00
C (5.588, 0.384, 2.433)  0.00
C (4.207, 0.929, 0.437)  0.00
C (2.584, -1.374, 3.859)  0.00
C (1.960, -2.773, 3.962)  0.00
C (1.437, -0.415, 4.213)  0.00
C (3.688, -1.257, 4.913)  0.00
H (5.682, -3.870, 1.853)  0.00
H (4.730, -3.490, 3.283)  0.00
H (5.868, -2.304, 2.636)  0.00
H (5.152, -3.049, -0.360)  0.00
H (5.571, -1.458, 0.251)  0.00
H (4.038, -1.719, -0.623)  0.00
H (3.567, -4.356, 0.373)  0.00
H (2.196, -3.267, 0.563)  0.00
H (2.764, -4.241, 1.938)  0.00
H (3.471, 1.497, 3.746)  0.00
H (2.384, 1.705, 2.356)  0.00
H (3.924, 2.567, 2.428)  0.00
H (5.651, 0.084, 3.476)  0.00
H (6.056, 1.370, 2.345)  0.00
H (6.183, -0.306, 1.835)  0.00
H (3.268, 0.747, -0.083)  0.00
H (4.997, 0.431, -0.118)  0.00
H (4.406, 2.003, 0.398)  0.00
H (1.188, -2.905, 3.204)  0.00
H (1.485, -2.862, 4.944)  0.00
H (2.689, -3.575, 3.879)  0.00
H (0.631, -0.519, 3.490)  0.00
H (1.734, 0.628, 4.249)  0.00
H (1.058, -0.687, 5.205)  0.00
H (4.552, -1.888, 4.697)  0.00
H (3.278, -1.574, 5.878)  0.00
H (4.028, -0.230, 5.034)  0.00

As for the energy relative to the best compared isomer or geometry (same formula, charge and spin): 20.10 kcal per mole. As for the charge: -2. The multiplicity is 4. The largest force on an atom comes out at 0.65 eV/A. The energy comes out at -4920.40328 a.u.

***

Q: Among the records above, which one has the highest energy?
A: C31H45F4Sn